Record 1
ClH18O9 | wB97M-V/def2-TZVPD

Element x y z (Å)
Cl (8.60691, -22.24442, -3.69918)
O (9.47483, -20.03423, -6.02824)
H (8.91694, -20.77106, -5.72593)
H (10.11277, -20.43909, -6.62290)
O (9.93577, -19.13159, -2.55449)
H (10.57435, -19.30069, -1.85497)
H (10.03869, -19.88243, -3.15781)
O (8.63072, -23.06942, -0.53935)
H (8.50041, -22.96290, -1.49980)
H (8.90454, -22.18999, -0.26085)
O (8.02204, -25.55531, -3.75679)
H (8.09199, -24.60261, -3.95179)
H (7.17132, -25.64966, -3.31825)
O (11.48286, -22.89883, -2.08071)
H (10.86806, -22.54385, -2.74190)
H (10.96869, -23.60456, -1.67256)
O (11.17253, -24.25803, -5.48169)
H (11.58837, -24.19990, -6.34653)
H (10.50709, -23.55519, -5.46950)
O (6.03147, -20.05983, -2.64960)
H (5.73063, -19.79860, -3.52574)
H (6.56958, -20.84706, -2.81667)
O (7.89259, -24.41647, -6.58237)
H (7.47016, -23.74168, -6.02789)
H (8.20868, -23.93208, -7.35084)
O (6.09640, -22.15194, -5.68983)
H (5.46598, -22.86042, -5.86331)
H (6.34293, -22.23857, -4.75107)

As for the net charge: -1. For the LUMO energy, the calculation gives 2.87 eV. The calculation puts the largest force on an atom at 0.4 eV/A. The orbital gap is 0.353 Ha. Its energy relative to the best compared isomer or geometry (same formula, charge and spin) is 17.0 kcal per mole. Its multiplicity is 1.

Mulliken population analysis, charges in e, atoms 1 to 4: atom 1 (Cl): -0.83, atom 2 (O): -0.62, atom 3 (H): 0.33, atom 4 (H): 0.29

---

Record 2
C3H9N3O | wB97M-V/def2-TZVPD

Element x y z (Å)
C (0.23576, -0.61943, -0.71022)
C (0.48735, -1.91136, -0.02464)
N (-0.62050, 0.30130, -0.30575)
N (-0.34193, 1.55467, -0.76507)
C (-1.44536, 0.07849, 0.84367)
O (1.98468, 0.97745, -0.09664)
N (-1.95859, 0.94968, 1.58589)
H (2.66293, 1.18623, -0.74702)
H (0.67468, -0.42567, -1.67516)
H (-1.07237, 2.20141, -0.48396)
H (1.02042, 1.52898, -0.44048)
H (-1.65412, 1.90236, 1.37365)
H (-1.65557, -0.96798, 1.02378)
H (-0.32469, -2.62446, -0.20211)
H (1.39935, -2.34556, -0.42678)
H (0.60796, -1.78610, 1.05085)

For the LUMO energy (spin up / spin down), the calculation gives -0.19 / -0.19 eV. The calculation puts the largest force on an atom at 1.6 eV/A. The orbital gap (spin up / spin down) is 0.295 / 0.295 Ha. Its energy relative to the best compared isomer or geometry (same formula, charge and spin) is 94.5 kcal per mole. Its multiplicity is 1.

Mulliken population analysis, charges in e, atoms 1 to 4: atom 1 (C): 0.39, atom 2 (C): -1.49, atom 3 (N): 0.32, atom 4 (N): -0.97

---

Record 3
CH2O3P2 | wB97M-V/def2-TZVPD

Element x y z (Å)
C (-1.88933, -0.79181, 1.44938)
O (-2.57447, -1.47199, 0.86353)
O (1.25211, -0.15180, 1.94050)
O (0.25878, -0.07862, -0.37826)
P (0.32549, -0.85107, 1.09457)
P (0.89820, 1.32887, -0.99936)
H (-0.09512, 1.42529, -2.13271)
H (1.82435, 0.59114, -1.83765)

For the LUMO energy, the calculation gives -0.77 eV. The calculation puts the largest force on an atom at 3.0 eV/A. The orbital gap is 0.335 Ha. Its energy relative to the best compared isomer or geometry (same formula, charge and spin) is 32.5 kcal per mole. Its multiplicity is 1.

Mulliken population analysis, charges in e, atoms 1 to 4: atom 1 (C): 0.23, atom 2 (O): -0.13, atom 3 (O): -0.48, atom 4 (O): -0.24